# 1
Molecular formula: C13H35AuN6O
Method: DFT, the ωB97M-V functional and the def2-TZVPD basis

XYZ file:
```
56
Properties=species:S:1:pos:R:3:nbo_charge:R:1
Au 0.05 0.07 -1.14 0.735
N -1.17 -4.67 -2.47 -0.492
C -1.90 -4.07 -1.31 -0.250
C -1.72 -2.55 -1.34 -0.252
N -0.30 -2.16 -1.34 -0.668
C 0.42 -2.79 -2.45 -0.255
C 0.28 -4.31 -2.45 -0.250
H -1.59 -4.33 -3.34 0.437
H -1.29 -5.69 -2.48 0.454
H -1.47 -4.48 -0.40 0.234
H -2.95 -4.34 -1.36 0.256
H -2.21 -2.12 -0.47 0.252
H -2.20 -2.13 -2.23 0.220
H 0.11 -2.41 -0.44 0.419
H 1.48 -2.53 -2.40 0.262
H 0.03 -2.38 -3.39 0.220
H 0.72 -4.74 -1.55 0.234
H 0.77 -4.74 -3.32 0.259
C 0.92 -0.55 3.16 -0.636
C -0.49 -1.15 3.18 0.099
C -1.43 -0.31 4.03 -0.639
C -0.43 -2.58 3.71 -0.611
N -0.96 -1.28 1.77 -0.505
N -1.08 -0.01 1.07 -0.738
H 1.44 -0.80 4.09 0.246
H 0.91 0.54 3.10 0.204
H 1.50 -0.95 2.33 0.215
H -1.02 -0.19 5.04 0.241
H -2.41 -0.79 4.13 0.217
H -1.58 0.69 3.63 0.204
H -0.05 -2.58 4.73 0.238
H 0.22 -3.20 3.10 0.212
H -1.43 -3.03 3.73 0.210
H -1.90 -1.68 1.80 0.350
H -0.40 0.61 1.48 0.379
H -1.99 0.43 1.23 0.370
C -0.57 3.09 -2.83 -0.414
N 0.20 3.71 -1.77 -0.416
C -0.28 5.02 -1.33 -0.414
C 1.17 3.02 -1.14 0.811
O 1.30 1.77 -1.27 -0.792
N 2.04 3.68 -0.34 -0.422
C 2.58 5.00 -0.65 -0.413
C 2.86 2.90 0.58 -0.402
H -0.67 3.79 -3.66 0.224
H -1.57 2.83 -2.47 0.197
H -0.07 2.20 -3.19 0.225
H -1.37 5.02 -1.39 0.218
H 0.09 5.82 -1.97 0.214
H 0.01 5.21 -0.30 0.224
H 2.19 5.37 -1.59 0.220
H 3.66 4.93 -0.75 0.220
H 2.36 5.72 0.14 0.214
H 2.31 2.03 0.92 0.209
H 3.10 3.53 1.44 0.218
H 3.79 2.57 0.12 0.209
```

Values from the calculation:
charge = +2
M = 488.43 g mol⁻¹

***

# 2
Molecular formula: C13H35BN3O10P2
Method: DFT, the ωB97M-V functional and the def2-TZVPD basis

XYZ file:
```
64
Properties=species:S:1:pos:R:3:nbo_charge:R:1
N 0.61 1.88 0.32 -0.693
C 1.77 1.48 0.65 0.577
N 2.96 2.21 0.21 -0.875
N 1.93 0.32 1.40 -0.644
C 2.50 -0.70 0.48 -0.218
C 2.07 -2.11 0.81 -0.413
C 0.57 -2.46 0.72 -0.423
C -0.17 -2.03 -0.55 -0.454
C -1.69 -1.91 -0.27 -0.647
C -2.02 -0.41 -0.10 -0.867
B -3.42 -0.17 0.56 1.173
O -3.79 -0.78 1.75 -0.928
O -4.33 0.70 -0.06 -0.951
H 0.65 2.73 -0.23 0.318
H 3.07 1.88 -0.75 0.366
H 2.70 3.18 0.12 0.359
H 1.03 0.03 1.74 0.393
H 2.32 -0.42 -0.56 0.174
H 3.59 -0.67 0.61 0.190
H 2.42 -2.36 1.81 0.193
H 2.59 -2.80 0.14 0.198
H -0.01 -2.12 1.58 0.202
H 0.52 -3.54 0.74 0.198
H 0.01 -2.74 -1.35 0.175
H 0.17 -1.04 -0.89 0.137
H -2.24 -2.30 -1.13 0.129
H -1.28 -0.03 0.62 0.216
H -1.91 0.08 -1.08 0.156
H -3.30 -0.32 2.43 0.482
H -3.86 1.53 -0.15 0.483
C 8.67 -3.19 3.78 -0.259
O 8.83 -1.78 3.97 -0.747
P 7.53 -0.82 3.63 2.490
O 7.19 -1.20 2.23 -1.090
O 8.44 0.51 3.75 -0.834
C 9.50 0.71 2.83 -0.251
O 6.19 -0.09 4.20 -0.799
C 5.80 1.13 3.57 -0.241
H 9.44 -3.70 4.37 0.187
H 7.69 -3.53 4.11 0.188
H 8.81 -3.44 2.73 0.201
H 9.31 0.19 1.89 0.201
H 10.44 0.35 3.26 0.176
H 9.58 1.78 2.64 0.184
H 5.86 1.05 2.49 0.208
H 6.42 1.95 3.93 0.180
H 4.77 1.33 3.84 0.206
C -7.31 2.46 -6.35 -0.257
O -7.18 1.49 -5.31 -0.740
P -8.49 1.25 -4.33 2.495
O -8.81 2.62 -3.84 -1.104
O -7.63 0.35 -3.31 -0.839
C -6.54 0.95 -2.60 -0.259
O -9.85 0.39 -4.08 -0.806
C -10.25 0.22 -2.72 -0.238
H -6.55 2.24 -7.10 0.189
H -8.29 2.41 -6.83 0.179
H -7.15 3.46 -5.95 0.199
H -6.68 2.02 -2.47 0.189
H -5.61 0.77 -3.13 0.190
H -6.47 0.48 -1.62 0.220
H -10.17 1.15 -2.16 0.200
H -9.66 -0.56 -2.24 0.197
H -11.29 -0.10 -2.74 0.184
```

Values from the calculation:
charge = -1
M = 466.19 g mol⁻¹

***

Let's list electronic energy in order: -28714.4699 -58248.6046 eV.
Let's list relative energy (zero: lowest compared OMol25 entry of this formula, charge and spin) in order: 16.6 0.0 kcal per mole.
Let's list E_LUMO in order: -5.50 1.22 eV.